Version 1
{"formula": "C2H11NO4", "method": "wB97M-V/def2-TZVPD", "mol_weight_g_mol": 113.11, "spin_multiplicity": 1, "smiles": "CNC=O.O.O.O", "gap_ev": 10.39, "elements": ["H", "H", "H", "C", "H", "O", "H", "H", "H", "C", "O", "H", "H", "O", "O", "H", "H", "N"], "xyz": [[-1.210, 2.065, 1.588], [1.394, 1.170, -1.753], [-2.455, 1.541, 0.802], [-1.717, -1.168, 0.453], [-1.707, -2.252, 0.320], [1.736, -1.431, -0.300], [2.533, 0.383, 0.058], [2.993, 1.889, 0.208], [0.910, 0.362, -2.807], [0.679, -1.603, 0.306], [0.516, 0.952, -2.151], [-2.342, -0.701, -0.293], [-1.900, -1.089, 1.526], [2.683, 1.231, -0.389], [-2.120, 1.779, 1.670], [-0.272, 0.123, -0.327], [0.591, -2.545, 0.846], [-0.312, -0.708, 0.243]]}



Version 2
{"formula": "C2H11NO4", "method": "wB97M-V/def2-TZVPD", "mol_weight_g_mol": 113.11, "spin_multiplicity": 1, "smiles": "CC(N)=O.O.O.O", "gap_ev": 10.84, "elements": ["H", "H", "O", "C", "H", "O", "C", "H", "N", "H", "H", "O", "H", "H", "H", "O", "H", "H"], "xyz": [[-2.339, 0.788, 0.209], [0.091, -1.259, 0.594], [-0.113, -2.101, 1.054], [-1.592, 1.571, 0.003], [-2.187, 2.478, -0.177], [0.144, 0.571, -1.471], [-0.939, 1.086, -1.267], [-0.925, 1.644, 0.838], [-1.754, 1.168, -2.384], [2.302, 1.624, 0.884], [1.344, -3.560, 2.571], [3.128, 1.448, 0.417], [-2.678, 1.566, -2.405], [1.719, -2.447, 1.539], [3.121, 0.469, 0.373], [2.080, -3.086, 2.165], [-1.534, 0.686, -3.238], [0.132, -2.647, 0.295]]}



Version 3
{"formula": "C2H11NO4", "method": "wB97M-V/def2-TZVPD", "mol_weight_g_mol": 113.11, "spin_multiplicity": 1, "smiles": "CNC=O.O.O.O", "gap_ev": 10.25, "elements": ["H", "H", "C", "H", "H", "O", "O", "H", "H", "O", "H", "H", "H", "H", "O", "C", "H", "N"], "xyz": [[0.549, 4.618, 0.196], [-2.241, -0.180, -0.304], [-0.876, -2.296, 0.190], [-1.778, -2.141, 0.793], [1.570, 1.608, 1.297], [0.658, 1.400, 1.047], [2.047, -1.151, 0.362], [-1.102, 0.477, -1.432], [2.947, -0.814, 0.466], [-0.007, -3.021, 0.611], [2.040, -1.994, 0.854], [0.192, 3.193, 0.502], [0.682, 0.473, 0.782], [0.177, -1.484, -1.272], [-0.106, 3.968, 0.007], [-1.629, -0.439, -1.172], [-2.358, -0.631, -1.966], [-0.763, -1.585, -0.961]]}



Version 4
{"formula": "C2H11NO4", "method": "wB97M-V/def2-TZVPD", "mol_weight_g_mol": 113.11, "spin_multiplicity": 1, "smiles": "CC(N)=O.O.O.O", "gap_ev": 10.20, "elements": ["N", "H", "H", "H", "C", "H", "H", "H", "H", "O", "O", "H", "H", "O", "H", "C", "O", "H"], "xyz": [[-0.360, 0.787, 0.316], [-0.411, 1.705, 0.739], [2.177, -0.536, -2.034], [-0.406, -1.209, -1.108], [-1.561, 0.323, -0.166], [4.587, -1.649, 1.098], [3.106, 0.446, -1.361], [-2.822, 1.384, 2.037], [3.742, -1.957, -0.147], [-3.125, 1.805, 2.867], [-2.613, 0.813, 0.189], [-4.091, 1.813, 2.773], [-1.733, -0.662, -2.088], [4.347, -1.309, 0.229], [0.456, 0.655, -0.262], [-1.451, -0.891, -1.072], [2.177, 0.185, -1.396], [-2.018, -1.700, -0.615]]}



Which of them is most stable? Easy: version 4.



Version 1
{"formula": "C3H2F2N2O", "method": "wB97M-V/def2-TZVPD", "mol_weight_g_mol": 120.06, "spin_multiplicity": 1, "smiles": "O=C1NN=CC1(F)F", "gap_ev": 10.40, "elements": ["O", "F", "H", "F", "N", "C", "C", "H", "C", "N"], "xyz": [[-0.374, 2.250, 0.106], [1.665, 0.541, -1.117], [-2.371, 0.546, 0.052], [1.607, 0.167, 1.193], [-1.370, 0.126, -0.002], [0.937, 0.030, -0.008], [-0.320, 1.088, 0.011], [0.864, -2.189, -0.034], [0.307, -1.317, -0.148], [-0.945, -1.242, -0.053]]}



Version 2
{"formula": "C3H2F2N2O", "method": "wB97M-V/def2-TZVPD", "mol_weight_g_mol": 120.06, "spin_multiplicity": 1, "gap_ev": [8.06, 7.88], "elements": ["O", "C", "C", "N", "H", "C", "H", "N", "F", "F"], "xyz": [[2.412, 0.493, 0.145], [-1.728, 0.979, -0.076], [1.553, 0.074, -0.871], [0.419, 0.624, -1.130], [-1.407, 1.450, 0.802], [-0.642, 1.204, -1.003], [2.149, -0.571, -1.674], [2.033, 1.179, 1.092], [-1.806, -0.359, 0.321], [-2.866, 1.471, -0.506]]}



Which of them is most stable? Easy: version 1.



Version 1
{"formula": "C4H6O2", "method": "wB97M-V/def2-TZVPD", "mol_weight_g_mol": 86.09, "spin_multiplicity": 1, "smiles": "C=C=O.CC=O", "gap_ev": 10.11, "elements": ["H", "H", "O", "H", "C", "C", "C", "C", "O", "H", "H", "H"], "xyz": [[1.791, 2.422, 0.178], [-0.527, -1.870, -0.922], [0.206, -1.361, 0.881], [-2.717, -0.864, -0.053], [-1.777, -0.302, 0.016], [1.583, 1.374, 0.348], [2.058, 0.480, -0.491], [-0.613, -1.253, -0.005], [2.465, -0.307, -1.251], [1.033, 1.030, 1.215], [-1.734, 0.369, -0.852], [-1.767, 0.282, 0.937]]}



Version 2
{"formula": "C4H6O2", "method": "wB97M-V/def2-TZVPD", "mol_weight_g_mol": 86.09, "spin_multiplicity": 1, "smiles": "O=C1CCCO1", "gap_ev": 11.00, "elements": ["O", "H", "O", "C", "H", "H", "H", "H", "C", "H", "C", "C"], "xyz": [[-1.640, -1.945, 0.776], [0.629, 1.728, 0.481], [0.499, -1.518, 0.041], [0.288, 0.967, -0.236], [2.104, -0.173, 0.298], [-1.232, 0.599, 1.293], [1.577, -0.398, -1.406], [-1.832, 0.401, -0.377], [-0.767, -1.206, 0.401], [0.106, 1.504, -1.180], [-0.978, 0.279, 0.285], [1.246, -0.238, -0.375]]}



Which of them is most stable? Easy: version 2.



Version 1
{"formula": "C22H24FN3O3", "method": "wB97M-V/def2-TZVPD", "mol_weight_g_mol": 397.45, "spin_multiplicity": 1, "gap_ev": 8.87, "elements": ["H", "H", "C", "H", "H", "H", "H", "H", "F", "H", "H", "H", "C", "H", "C", "H", "C", "H", "O", "C", "N", "H", "C", "C", "O", "H", "C", "C", "H", "H", "H", "C", "O", "C", "C", "C", "C", "C", "C", "C", "H", "N", "C", "H", "C", "H", "H", "N", "H", "H", "C", "C", "C"], "xyz": [[2.341, -3.786, 2.677], [1.522, -2.983, 0.695], [3.494, -1.283, 4.550], [4.671, -1.235, 7.694], [3.256, 0.287, 3.111], [-3.906, 4.699, -0.366], [4.144, -3.656, 7.502], [-3.612, 2.306, -0.700], [3.150, -4.792, 5.400], [-4.937, 2.225, -1.818], [2.492, -0.182, -1.760], [-2.390, 5.063, -2.551], [-4.540, 5.056, -2.395], [4.260, 0.308, 5.810], [-4.107, 2.859, -1.496], [-0.453, -3.206, -1.160], [-3.238, 4.562, -3.032], [-0.908, -1.040, -0.432], [2.415, 0.023, 0.845], [2.263, -1.147, 1.159], [-1.573, 0.013, -3.750], [0.889, -3.471, -2.341], [2.662, -2.850, 3.102], [-3.192, 3.095, -2.675], [-3.094, 0.255, -2.090], [-1.048, -1.924, -4.304], [3.186, -2.651, 4.416], [-2.468, 2.193, -3.337], [0.109, 0.313, -1.054], [-0.897, 0.498, -4.316], [-3.158, 4.740, -4.104], [3.436, -3.480, 5.511], [1.087, -0.987, -3.083], [4.031, -0.746, 5.725], [-2.422, 0.760, -2.978], [-0.124, -1.450, -2.448], [-1.279, -1.359, -3.399], [1.147, -1.708, -0.930], [-0.074, -0.759, -1.072], [3.961, -2.987, 6.673], [-2.168, -1.782, -2.936], [1.747, -2.078, 0.318], [2.056, -1.142, -2.028], [-1.874, 2.513, -4.188], [4.256, -1.613, 6.768], [-4.561, 6.135, -2.246], [-5.387, 4.789, -3.032], [3.166, -0.683, 3.366], [-5.584, 4.242, -0.635], [2.836, -1.844, -2.330], [0.341, -2.742, -1.745], [-4.595, 4.257, -1.091], [2.669, -1.623, 2.500]]}



Version 2
{"formula": "C22H24FN3O3", "method": "wB97M-V/def2-TZVPD", "mol_weight_g_mol": 397.45, "spin_multiplicity": 1, "gap_ev": 8.52, "elements": ["H", "H", "O", "N", "O", "H", "C", "H", "C", "C", "H", "C", "H", "C", "C", "C", "C", "H", "H", "H", "H", "N", "H", "H", "C", "C", "H", "C", "C", "H", "H", "C", "C", "H", "C", "H", "H", "C", "O", "C", "F", "C", "C", "H", "C", "C", "H", "H", "H", "N", "H", "C", "H"], "xyz": [[-10.826, 3.276, 0.486], [-1.781, -0.944, -3.228], [-2.402, 1.701, -2.854], [-2.786, 3.876, 0.091], [-0.623, -1.535, -0.375], [-8.984, 2.674, 2.014], [-2.979, -5.944, 0.142], [-2.042, -2.893, 1.200], [-2.417, -3.786, -0.739], [-5.253, 3.565, 0.418], [-3.770, -6.667, 0.342], [-2.161, 1.427, -0.545], [-1.522, 1.318, 0.327], [-8.269, 4.269, -1.462], [-5.774, 4.065, -0.745], [-9.802, 3.456, 0.190], [-0.432, 0.405, -2.332], [-0.845, -4.038, 0.679], [-4.365, -4.641, -0.879], [-3.018, 0.754, -0.505], [-2.142, -5.493, 2.127], [-6.278, 3.152, 1.239], [-0.231, 2.960, -0.685], [-3.233, 3.613, -2.848], [-3.875, 3.492, 0.938], [-1.228, -1.721, -1.421], [-2.075, -6.502, -0.117], [-2.692, -5.011, 1.321], [-3.326, -4.969, -0.985], [-2.535, -2.980, -2.663], [-5.226, 4.474, -1.576], [-2.410, 2.908, -0.923], [-2.115, -2.879, -1.667], [-0.729, 3.595, -2.304], [-1.368, 1.479, -1.865], [0.004, 0.697, -3.289], [-3.637, -4.649, 1.737], [-3.204, 2.712, -2.226], [-3.696, 3.225, 2.100], [-7.191, 3.949, -0.635], [-8.013, 4.819, -2.664], [-8.783, 3.117, 1.048], [-7.475, 3.372, 0.620], [-4.217, 2.340, -2.069], [-1.921, -3.846, 0.687], [-9.557, 4.033, -1.072], [0.366, 0.274, -1.605], [-3.018, 4.759, -0.358], [-10.371, 4.292, -1.735], [-1.111, -0.865, -2.482], [-3.213, -5.379, -1.988], [-0.964, 2.913, -1.487], [-6.118, 2.798, 2.167]]}



Which of them is most stable? Easy: version 1.



Version 1
{"formula": "C3H10N2O2", "method": "wB97M-V/def2-TZVPD", "mol_weight_g_mol": 106.12, "spin_multiplicity": 1, "gap_ev": 8.80, "elements": ["N", "O", "C", "O", "H", "H", "H", "H", "H", "H", "N", "H", "H", "C", "H", "H", "C"], "xyz": [[0.779, -0.998, 1.756], [1.066, -0.412, -1.064], [0.209, 0.305, -0.267], [-0.999, -2.014, -0.329], [0.933, 2.441, -0.191], [1.691, -1.448, 1.410], [-0.470, -2.070, -1.239], [1.069, 0.948, 1.539], [-0.823, 2.174, 0.247], [-1.932, -0.401, 0.648], [0.432, 0.233, 1.264], [0.050, -1.670, 1.441], [-0.232, 2.027, -1.572], [-1.416, -0.686, -0.313], [1.614, 0.141, -1.577], [-1.963, -0.401, -1.178], [-0.008, 1.831, -0.573]]}



Version 2
{"formula": "C3H10N2O2", "method": "wB97M-V/def2-TZVPD", "mol_weight_g_mol": 106.12, "spin_multiplicity": 1, "smiles": "[O-]/[NH+]=C/O.C=C.N", "gap_ev": [8.44, 8.44], "elements": ["H", "N", "O", "H", "H", "N", "H", "H", "C", "O", "C", "H", "H", "H", "H", "H", "C"], "xyz": [[3.546, -0.040, 1.685], [-3.591, -4.163, -1.546], [-1.135, 0.354, 1.702], [0.664, 0.975, 0.039], [-2.772, -4.644, -1.996], [-0.938, 1.477, 1.178], [-0.885, 3.446, -0.170], [-3.277, -3.395, -0.914], [3.132, -0.055, 0.765], [-0.063, 2.953, -0.384], [2.800, 1.037, 0.208], [3.239, -1.022, 0.232], [-4.223, -3.777, -2.305], [2.440, 0.897, -0.856], [-1.634, 2.217, 1.503], [2.758, 1.986, 0.629], [-0.061, 1.754, 0.231]]}



Version 3
{"formula": "C3H10N2O2", "method": "wB97M-V/def2-TZVPD", "mol_weight_g_mol": 106.12, "spin_multiplicity": 1, "smiles": "NCNCC=O.O", "gap_ev": 9.79, "elements": ["H", "O", "H", "H", "H", "H", "H", "N", "C", "C", "H", "H", "H", "N", "C", "H", "O"], "xyz": [[1.427, -2.088, -1.301], [1.245, 3.116, -0.697], [0.637, 2.590, -0.148], [0.556, -1.267, 0.975], [0.394, 0.439, -2.347], [-0.932, -1.759, 0.322], [-0.982, 0.603, -0.707], [0.847, -1.536, -1.917], [-1.106, -0.316, 1.833], [0.738, -0.184, -1.521], [1.711, 0.198, -1.204], [0.046, -2.027, -2.275], [-1.231, 0.785, 1.920], [-0.150, 0.138, -0.371], [-0.392, -0.852, 0.624], [0.539, 3.609, -1.141], [-1.561, -1.021, 2.692]]}



Version 4
{"formula": "C3H10N2O2", "method": "wB97M-V/def2-TZVPD", "mol_weight_g_mol": 106.12, "spin_multiplicity": 1, "smiles": "NN=O.C=C.CO", "gap_ev": 9.89, "elements": ["H", "H", "H", "O", "O", "H", "H", "H", "N", "H", "H", "C", "H", "C", "N", "H", "C"], "xyz": [[1.142, 0.825, -1.540], [1.178, -2.494, -0.481], [-0.262, -1.020, -1.432], [-0.699, -1.745, -0.973], [-0.727, 0.113, 1.854], [-2.058, -0.178, -0.107], [-2.175, 1.558, -0.403], [0.417, 2.786, -0.242], [-1.855, 0.789, 0.157], [1.322, 2.154, 1.216], [-0.227, -3.184, 0.357], [1.418, 0.958, -0.504], [2.045, 0.194, -0.073], [0.212, -2.263, -0.022], [-1.101, 1.068, 1.191], [0.345, -1.569, 0.812], [1.026, 2.009, 0.190]]}



Which of them is most stable? Easy: version 3.